Record 1
{
  "formula": "C4H11O4",
  "method": "ωB97M-V/def2-TZVPD",
  "energy_ha": -459.82240,
  "charge": -2,
  "spin_multiplicity": 2,
  "elements": ["O", "C", "C", "C", "C", "O", "H", "H", "H", "H", "H", "H", "H", "H", "H", "O", "H", "H", "O"],
  "positions_angstrom": [[-1.43, -3.83, -0.68], [-0.75, -3.08, -0.03], [-0.83, -1.59, -0.08], [0.30, -0.86, -0.81], [-0.04, 0.69, -1.05], [0.57, 1.47, -0.15], [0.12, -3.52, 0.56], [-0.92, -1.14, 0.93], [-1.75, -1.30, -0.60], [1.19, -0.78, -0.17], [0.66, -1.27, -1.76], [0.37, 0.98, -2.07], [-1.16, 0.74, -1.11], [-0.29, 4.14, -0.21], [0.47, 3.00, 0.46], [0.28, 3.98, 0.57], [0.89, 0.93, 1.27], [1.18, 1.07, 2.79], [1.15, 0.39, 2.12]]
}


Record 2
{
  "formula": "C7H9N2S2",
  "method": "ωB97M-V/def2-TZVPD",
  "energy_ha": -1177.60366,
  "charge": 1,
  "spin_multiplicity": 1,
  "elements": ["C", "C", "C", "C", "C", "C", "C", "N", "N", "S", "S", "H", "H", "H", "H", "H", "H", "H", "H", "H"],
  "positions_angstrom": [[0.48, -0.15, -0.67], [0.32, 0.15, 0.66], [2.74, 0.24, -1.14], [-1.79, -0.40, 0.17], [3.86, 0.24, -2.17], [-3.28, -0.59, 0.32], [-1.41, 0.35, 2.46], [1.51, -0.10, -1.50], [-0.97, 0.07, 1.11], [-1.06, -0.61, -1.37], [3.07, 0.97, 0.41], [4.92, 0.55, -1.89], [3.87, -0.57, -2.87], [3.42, 1.08, -2.94], [-3.65, -1.49, 0.86], [-3.82, 0.15, 0.80], [-3.73, -0.72, -0.69], [-2.20, 1.06, 2.48], [-1.76, -0.66, 2.92], [-0.53, 0.43, 3.04]]
}


Record 3
{
  "formula": "C3H3Cl2NS",
  "method": "ωB97M-V/def2-TZVPD",
  "energy_ha": -1489.22676,
  "spin_multiplicity": 1,
  "smiles": "C=[N+]([S-])Cl.C#CCl",
  "elements": ["C", "N", "S", "Cl", "H", "H", "C", "C", "Cl", "H"],
  "positions_angstrom": [[-0.79, 1.66, 0.00], [-1.13, 0.43, -0.26], [-1.02, -0.56, -1.50], [-2.23, -0.26, 1.24], [-1.06, 2.01, 1.07], [-0.12, 2.12, -0.84], [1.72, -0.91, -0.49], [1.69, -1.67, 0.43], [1.23, -2.29, 1.83], [1.70, -0.53, -1.49]]
}


Record 4
{
  "formula": "C21H34N4O4S",
  "method": "ωB97M-V/def2-TZVPD",
  "energy_ha": -1738.77852,
  "spin_multiplicity": 1,
  "smiles": "CN(CCNC(=O)C1CCN(S(=O)(=O)N2CCOCC2)CC1)CCc1ccccc1",
  "elements": ["C", "N", "C", "C", "N", "C", "O", "C", "C", "C", "N", "S", "O", "O", "N", "C", "C", "O", "C", "C", "C", "C", "C", "C", "C", "C", "C", "C", "C", "C", "H", "H", "H", "H", "H", "H", "H", "H", "H", "H", "H", "H", "H", "H", "H", "H", "H", "H", "H", "H", "H", "H", "H", "H", "H", "H", "H", "H", "H", "H", "H", "H", "H", "H"],
  "positions_angstrom": [[-0.07, 3.65, -0.11], [-0.75, 2.86, 0.89], [-0.69, 3.47, 2.21], [0.67, 3.16, 2.86], [0.93, 1.74, 2.77], [1.03, 0.93, 3.84], [1.12, 1.34, 4.98], [1.05, -0.56, 3.49], [2.17, -0.89, 2.50], [2.06, -2.33, 2.00], [0.74, -2.64, 1.49], [0.41, -1.98, -0.01], [-0.97, -2.21, -0.28], [0.89, -0.63, -0.15], [1.42, -2.95, -0.91], [0.93, -4.30, -1.08], [-0.06, -4.39, -2.24], [0.50, -3.87, -3.43], [0.87, -2.52, -3.27], [1.91, -2.37, -2.16], [-0.31, -2.41, 2.47], [-0.32, -0.96, 2.93], [-2.09, 2.48, 0.47], [-2.07, 1.27, -0.48], [-1.78, 1.60, -1.92], [-2.67, 2.37, -2.66], [-2.41, 2.67, -3.99], [-1.26, 2.19, -4.59], [-0.37, 1.41, -3.86], [-0.63, 1.12, -2.54], [-0.03, 3.10, -1.04], [0.96, 3.84, 0.22], [-0.56, 4.62, -0.28], [-1.47, 3.03, 2.84], [-0.84, 4.56, 2.18], [0.66, 3.43, 3.92], [1.47, 3.71, 2.37], [0.74, 1.36, 1.85], [1.21, -1.10, 4.43], [2.13, -0.23, 1.64], [3.14, -0.76, 3.00], [2.27, -3.05, 2.80], [2.76, -2.51, 1.18], [0.46, -4.59, -0.14], [1.80, -4.95, -1.27], [-0.31, -5.43, -2.46], [-0.97, -3.84, -1.98], [1.27, -2.19, -4.23], [-0.02, -1.91, -3.01], [2.13, -1.32, -1.96], [2.83, -2.90, -2.43], [-0.13, -3.09, 3.31], [-1.25, -2.68, 1.99], [-0.57, -0.34, 2.06], [-1.09, -0.81, 3.69], [-2.61, 3.32, -0.01], [-2.65, 2.19, 1.36], [-1.33, 0.55, -0.13], [-3.06, 0.79, -0.43], [-3.58, 2.74, -2.20], [-3.11, 3.27, -4.55], [-1.06, 2.41, -5.63], [0.52, 1.03, -4.33], [0.06, 0.52, -1.96]]
}


Record 5
{
  "formula": "C26H53NO14",
  "method": "ωB97M-V/def2-TZVPD",
  "energy_ha": -2130.39878,
  "spin_multiplicity": 1,
  "smiles": "c1cc[nH]c1.O=C1CCCO1.O=C1CCCO1.O=C1CCCO1.O=C1CCCO1.CO.CO.CO.CO.CO.CO",
  "elements": ["C", "C", "C", "N", "C", "H", "H", "H", "H", "H", "O", "C", "C", "C", "C", "O", "H", "H", "H", "H", "H", "H", "O", "C", "C", "C", "C", "O", "H", "H", "H", "H", "H", "H", "O", "C", "C", "C", "C", "O", "H", "H", "H", "H", "H", "H", "O", "C", "C", "C", "C", "O", "H", "H", "H", "H", "H", "H", "C", "O", "H", "H", "H", "H", "C", "O", "H", "H", "H", "H", "C", "O", "H", "H", "H", "H", "C", "O", "H", "H", "H", "H", "C", "O", "H", "H", "H", "H", "C", "O", "H", "H", "H", "H"],
  "positions_angstrom": [[-1.93, -1.43, 6.31], [-2.46, -0.23, 5.82], [-2.77, 0.55, 6.95], [-2.41, -0.17, 8.03], [-1.92, -1.38, 7.69], [-1.68, -2.35, 5.80], [-2.61, 0.07, 4.80], [-3.15, 1.56, 6.98], [-2.46, 0.21, 8.96], [-1.75, -2.21, 8.35], [-0.18, 5.99, 5.74], [-0.51, 5.66, 4.58], [0.22, 4.76, 3.58], [-0.28, 5.28, 2.26], [-1.60, 6.00, 2.52], [-1.60, 6.23, 3.96], [1.29, 4.80, 3.77], [-0.07, 3.73, 3.79], [0.39, 6.02, 1.81], [-0.38, 4.48, 1.53], [-1.63, 6.88, 1.88], [-2.48, 5.44, 2.22], [-0.76, 6.39, -5.92], [-1.26, 5.49, -5.23], [-0.62, 4.84, -4.02], [-1.80, 4.13, -3.38], [-2.97, 4.26, -4.36], [-2.49, 5.15, -5.40], [0.14, 4.14, -4.37], [-0.11, 5.58, -3.41], [-1.56, 3.09, -3.15], [-2.14, 4.58, -2.45], [-3.19, 3.26, -4.73], [-3.83, 4.70, -3.84], [-2.75, -0.89, -7.51], [-2.01, -1.64, -6.83], [-2.07, -3.11, -6.70], [-0.61, -3.50, -6.28], [-0.01, -2.19, -5.74], [-0.96, -1.19, -6.08], [-2.72, -3.52, -5.93], [-2.37, -3.52, -7.66], [-0.60, -4.23, -5.47], [0.00, -3.99, -7.04], [0.13, -2.31, -4.66], [1.00, -2.19, -6.16], [5.07, -3.41, 0.39], [5.79, -3.75, -0.52], [5.77, -3.14, -1.88], [7.18, -3.55, -2.29], [7.39, -4.91, -1.70], [6.67, -4.79, -0.44], [5.00, -3.66, -2.45], [5.52, -2.09, -1.97], [7.14, -3.49, -3.38], [7.94, -2.86, -1.93], [6.87, -5.73, -2.21], [8.42, -5.17, -1.48], [3.40, -0.39, 5.32], [4.25, 0.61, 5.92], [2.65, -0.73, 6.03], [3.01, 0.04, 4.40], [4.01, -1.21, 4.95], [4.54, 0.22, 6.75], [-5.27, 2.36, 0.60], [-5.80, 3.29, -0.26], [-4.19, 2.39, 0.72], [-5.63, 2.66, 1.58], [-5.70, 1.37, 0.44], [-6.72, 3.01, -0.27], [3.44, 2.12, -1.60], [2.51, 1.36, -2.38], [3.51, 1.71, -0.59], [4.36, 2.22, -2.16], [3.01, 3.12, -1.54], [2.66, 1.52, -3.32], [-5.78, -2.74, -1.89], [-5.64, -3.94, -1.17], [-6.79, -2.36, -1.77], [-4.96, -2.08, -1.62], [-5.71, -2.90, -2.97], [-4.92, -4.46, -1.54], [-0.39, -1.71, 0.77], [-0.31, -0.26, 0.83], [0.60, -2.16, 0.67], [-0.96, -2.16, 1.58], [-0.94, -2.13, -0.08], [0.47, 0.07, 0.36], [1.83, -6.19, 3.48], [2.32, -5.16, 4.28], [1.13, -6.86, 3.97], [1.30, -5.89, 2.57], [2.67, -6.78, 3.13], [2.81, -4.63, 3.66]]
}


Record 6
{
  "formula": "C3H15N2O3",
  "method": "ωB97M-V/def2-TZVPD",
  "energy_ha": -458.15375,
  "charge": 1,
  "spin_multiplicity": 1,
  "elements": ["N", "C", "C", "O", "C", "N", "H", "H", "H", "H", "H", "H", "H", "H", "H", "H", "H", "H", "H", "O", "H", "H", "O"],
  "positions_angstrom": [[-3.49, -1.37, -0.70], [1.77, -0.20, 0.53], [2.88, -0.49, -0.41], [2.34, -0.23, -1.71], [1.58, 1.11, 1.07], [0.17, 1.57, 1.07], [-2.55, -1.28, -1.07], [-3.60, -2.31, -0.35], [-4.17, -1.24, -1.46], [1.42, -0.99, 1.18], [3.28, -1.50, -0.36], [3.67, 0.25, -0.22], [3.05, -0.07, -2.34], [1.86, 1.02, 2.13], [2.21, 1.89, 0.63], [-0.30, 1.42, 1.96], [-0.41, 1.11, 0.38], [-3.60, 1.09, 1.41], [-2.91, -0.05, 0.71], [-2.71, 0.75, 1.24], [-0.20, -0.52, -0.53], [0.26, 0.23, -1.77], [-0.53, -0.19, -1.39]]
}


Record 7
{
  "formula": "C30H30AsBaF6N2O5P2",
  "method": "ωB97M-V/def2-TZVPD",
  "energy_ha": -5190.17411,
  "spin_multiplicity": 2,
  "elements": ["Ba", "O", "C", "C", "N", "C", "C", "O", "O", "C", "C", "O", "O", "H", "H", "H", "H", "H", "H", "H", "H", "H", "N", "P", "C", "C", "C", "C", "C", "C", "C", "C", "C", "C", "C", "C", "P", "C", "C", "C", "C", "C", "C", "C", "C", "C", "C", "C", "C", "H", "H", "H", "H", "H", "H", "H", "H", "H", "H", "H", "H", "H", "H", "H", "H", "H", "H", "H", "H", "H", "F", "As", "F", "F", "F", "F", "F"],
  "positions_angstrom": [[-0.08, -1.60, 1.34], [-0.58, -1.50, 4.19], [-0.69, -0.46, 5.13], [0.61, 0.35, 5.29], [0.99, 1.08, 4.11], [0.06, 1.98, 3.57], [-1.08, 1.30, 2.60], [-2.18, 1.80, 2.71], [-0.64, 0.41, 1.88], [2.12, 0.66, 3.37], [2.06, -0.91, 2.93], [2.13, -1.70, 3.86], [1.98, -1.08, 1.72], [0.16, -2.07, 4.46], [-1.51, 0.18, 4.79], [-0.96, -0.86, 6.12], [0.47, 1.06, 6.11], [1.42, -0.34, 5.55], [-0.50, 2.47, 4.37], [0.54, 2.70, 2.92], [2.24, 1.26, 2.47], [3.02, 0.70, 4.00], [-0.23, 0.42, -1.72], [-1.37, -0.79, -1.27], [-2.46, -0.53, -2.73], [-2.05, -0.95, -3.99], [-2.83, -0.68, -5.10], [-4.02, 0.03, -4.96], [-4.42, 0.46, -3.70], [-3.65, 0.18, -2.59], [-0.50, -2.29, -1.85], [-1.24, -3.47, -1.79], [-0.63, -4.68, -2.07], [0.71, -4.71, -2.40], [1.44, -3.54, -2.48], [0.84, -2.32, -2.20], [0.87, 0.88, -0.49], [0.22, 2.53, -0.02], [-1.14, 2.81, -0.03], [-1.61, 4.05, 0.37], [-0.72, 5.02, 0.80], [0.63, 4.75, 0.84], [1.10, 3.51, 0.44], [2.19, 1.50, -1.59], [1.95, 2.50, -2.54], [2.96, 2.94, -3.37], [4.23, 2.39, -3.26], [4.48, 1.40, -2.32], [3.47, 0.96, -1.49], [-0.71, 1.22, -2.14], [-1.12, -1.49, -4.09], [-2.51, -1.02, -6.07], [-4.62, 0.24, -5.82], [-5.34, 1.00, -3.60], [-3.96, 0.51, -1.61], [-2.28, -3.43, -1.50], [-1.20, -5.60, -1.99], [1.20, -5.66, -2.59], [2.48, -3.57, -2.76], [1.41, -1.40, -2.25], [-1.84, 2.04, -0.34], [-2.67, 4.25, 0.36], [-1.09, 5.99, 1.10], [1.33, 5.50, 1.19], [2.16, 3.30, 0.46], [0.96, 2.94, -2.61], [2.76, 3.71, -4.10], [5.02, 2.74, -3.90], [5.47, 0.99, -2.23], [3.65, 0.19, -0.75], [-1.79, -2.74, 1.88], [-1.00, -4.36, 1.91], [-2.13, -4.87, 0.68], [0.15, -3.81, 3.10], [-0.19, -5.89, 1.79], [0.13, -3.66, 0.70], [-2.07, -4.89, 3.16]]
}


Record 8
{
  "formula": "C8H9N2O",
  "method": "ωB97M-V/def2-TZVPD",
  "energy_ha": -494.59786,
  "charge": 1,
  "spin_multiplicity": 1,
  "elements": ["C", "C", "C", "C", "C", "C", "C", "C", "N", "N", "O", "H", "H", "H", "H", "H", "H", "H", "H", "H"],
  "positions_angstrom": [[-1.82, 1.78, -0.84], [0.86, -1.34, -0.94], [-1.68, 0.98, -1.95], [-1.12, 1.36, 0.32], [1.43, -1.55, 0.37], [-0.12, -0.37, -0.96], [-1.23, 1.89, 1.64], [2.62, -2.39, 0.62], [-0.88, -0.03, -2.03], [-0.31, 0.32, 0.18], [0.84, -1.00, 1.30], [-2.52, 2.54, -0.71], [0.81, -1.91, -1.90], [-2.00, 1.39, -2.91], [-1.99, 2.76, 1.56], [-1.63, 1.06, 2.26], [-0.26, 2.13, 2.20], [3.04, -2.92, -0.32], [3.43, -1.61, 0.63], [2.53, -3.08, 1.47]]
}


Record 9
{
  "formula": "C11H38Cs2N10O12S",
  "method": "ωB97M-V/def2-TZVPD",
  "energy_ha": -2331.03626,
  "spin_multiplicity": 1,
  "elements": ["Cs", "Cs", "S", "O", "O", "O", "O", "C", "O", "N", "N", "H", "H", "H", "H", "C", "O", "N", "N", "H", "H", "H", "H", "C", "O", "N", "N", "H", "H", "H", "H", "C", "O", "N", "N", "H", "H", "H", "H", "C", "O", "N", "N", "H", "H", "H", "H", "C", "C", "O", "H", "H", "H", "H", "H", "H", "C", "C", "O", "H", "H", "H", "H", "H", "H", "C", "C", "O", "H", "H", "H", "H", "H", "H"],
  "positions_angstrom": [[-12.39, -4.27, -31.81], [-9.69, -7.48, -30.21], [-11.84, -4.68, -28.02], [-12.86, -5.71, -27.93], [-12.26, -3.57, -28.90], [-11.57, -4.12, -26.74], [-10.60, -5.19, -28.58], [-14.30, -4.77, -24.72], [-15.17, -4.69, -23.87], [-13.00, -4.52, -24.46], [-14.54, -5.11, -25.94], [-12.37, -4.45, -25.25], [-12.58, -4.34, -23.56], [-13.75, -5.26, -26.55], [-15.53, -5.19, -26.14], [-10.85, -8.27, -26.04], [-10.05, -8.62, -25.20], [-11.78, -7.34, -25.79], [-10.81, -8.70, -27.24], [-12.36, -7.02, -26.56], [-11.63, -6.77, -24.97], [-10.11, -9.41, -27.39], [-11.42, -8.29, -27.93], [-15.69, -5.72, -30.33], [-14.92, -5.61, -31.26], [-15.50, -5.55, -29.07], [-16.94, -6.10, -30.45], [-16.30, -5.37, -28.49], [-14.58, -5.31, -28.72], [-17.39, -6.22, -29.56], [-17.27, -6.62, -31.26], [-15.06, -1.51, -28.29], [-16.09, -0.92, -28.28], [-14.64, -2.11, -29.35], [-14.36, -1.86, -27.30], [-13.87, -2.74, -29.23], [-15.25, -2.10, -30.15], [-13.62, -2.53, -27.43], [-14.67, -1.61, -26.37], [-8.29, -5.42, -25.68], [-7.24, -5.73, -25.11], [-8.55, -5.70, -26.92], [-9.20, -4.62, -25.17], [-9.47, -5.48, -27.26], [-7.91, -6.08, -27.60], [-9.17, -4.27, -24.22], [-9.98, -4.36, -25.75], [-10.50, 0.37, -30.61], [-11.44, -0.62, -29.95], [-10.85, -1.89, -30.09], [-10.86, 1.40, -30.50], [-10.37, 0.17, -31.67], [-9.51, 0.26, -30.16], [-12.48, -0.51, -30.26], [-11.50, -0.53, -28.87], [-11.23, -2.53, -29.49], [-13.43, -10.17, -29.32], [-13.84, -8.77, -28.93], [-12.79, -7.87, -29.31], [-13.31, -10.26, -30.40], [-14.20, -10.89, -29.03], [-12.48, -10.37, -28.83], [-13.97, -8.65, -27.85], [-14.76, -8.44, -29.41], [-13.02, -7.02, -28.93], [-10.31, -1.57, -24.10], [-11.12, -1.14, -25.34], [-10.53, -1.70, -26.47], [-9.31, -1.15, -24.19], [-10.25, -2.65, -24.13], [-10.70, -1.13, -23.17], [-11.18, -0.06, -25.44], [-12.14, -1.52, -25.33], [-10.97, -2.52, -26.71]]
}


Record 10
{
  "formula": "C23H33ClKN7O3S",
  "method": "ωB97M-V/def2-TZVPD",
  "energy_ha": -2963.54106,
  "spin_multiplicity": 1,
  "elements": ["K", "C", "C", "N", "N", "C", "N", "S", "C", "C", "C", "C", "C", "N", "H", "H", "H", "H", "H", "H", "H", "H", "H", "N", "C", "C", "C", "N", "C", "C", "N", "C", "H", "H", "H", "H", "H", "H", "H", "H", "H", "H", "H", "H", "H", "H", "H", "H", "C", "C", "C", "C", "Cl", "C", "C", "C", "O", "C", "C", "O", "O", "H", "H", "H", "H", "H", "H", "H", "H"],
  "positions_angstrom": [[0.48, -1.55, -0.55], [-4.09, -3.23, 1.50], [-3.12, -2.35, 0.79], [-2.23, -2.80, -0.12], [-2.45, -4.02, -0.59], [-1.59, -4.54, -1.52], [-1.83, -5.87, -1.63], [-0.47, -3.75, -2.58], [-3.11, -0.94, 1.08], [-4.18, -0.29, 1.70], [-4.23, 1.13, 1.75], [-3.12, 1.85, 1.23], [-2.01, 1.09, 0.84], [-2.01, -0.20, 0.69], [-3.91, -4.32, 1.19], [-5.10, -2.90, 1.33], [-3.89, -3.20, 2.57], [-2.71, -6.23, -1.18], [-1.51, -6.36, -2.50], [-5.10, -0.89, 1.96], [-5.10, 1.69, 2.12], [-3.06, 2.97, 1.23], [-1.03, 1.52, 0.57], [1.68, 1.51, -1.81], [2.11, 2.45, -2.88], [0.81, 2.86, -3.65], [0.14, 1.57, -4.23], [-0.55, 0.83, -3.19], [1.20, 0.83, -5.05], [2.63, 0.54, -4.50], [2.74, -0.71, -3.71], [3.17, 1.74, -3.75], [0.72, 1.14, -2.01], [1.78, 1.78, -0.81], [2.28, 0.65, -1.85], [2.55, 3.32, -2.34], [1.00, 3.51, -4.53], [0.13, 3.47, -3.04], [-0.52, 2.03, -4.99], [-0.89, -0.07, -3.57], [-1.34, 1.41, -2.89], [1.40, 1.55, -5.87], [0.75, -0.13, -5.45], [3.22, 0.43, -5.43], [3.72, -1.04, -3.53], [2.30, -1.46, -4.19], [3.61, 2.48, -4.49], [4.01, 1.56, -3.06], [0.13, 2.54, 4.38], [0.53, 1.11, 4.65], [-0.37, 0.18, 5.13], [-0.07, -1.17, 5.10], [-1.32, -2.38, 5.01], [1.20, -1.62, 4.83], [2.16, -0.68, 4.56], [1.88, 0.67, 4.40], [2.83, 1.50, 3.86], [3.27, 1.20, 2.53], [2.07, 0.68, 1.60], [1.41, 1.56, 0.92], [1.84, -0.56, 1.65], [-0.85, 2.42, 3.90], [0.87, 2.94, 3.69], [0.09, 3.15, 5.32], [-1.38, 0.45, 5.39], [1.44, -2.67, 4.87], [3.21, -0.94, 4.46], [4.04, 0.45, 2.58], [3.71, 2.10, 2.08]]
}


What did the second record say?
{
  "formula": "C7H9N2S2",
  "method": "ωB97M-V/def2-TZVPD",
  "energy_ha": -1177.60366,
  "charge": 1,
  "spin_multiplicity": 1,
  "elements": ["C", "C", "C", "C", "C", "C", "C", "N", "N", "S", "S", "H", "H", "H", "H", "H", "H", "H", "H", "H"],
  "positions_angstrom": [[0.48, -0.15, -0.67], [0.32, 0.15, 0.66], [2.74, 0.24, -1.14], [-1.79, -0.40, 0.17], [3.86, 0.24, -2.17], [-3.28, -0.59, 0.32], [-1.41, 0.35, 2.46], [1.51, -0.10, -1.50], [-0.97, 0.07, 1.11], [-1.06, -0.61, -1.37], [3.07, 0.97, 0.41], [4.92, 0.55, -1.89], [3.87, -0.57, -2.87], [3.42, 1.08, -2.94], [-3.65, -1.49, 0.86], [-3.82, 0.15, 0.80], [-3.73, -0.72, -0.69], [-2.20, 1.06, 2.48], [-1.76, -0.66, 2.92], [-0.53, 0.43, 3.04]]
}


Question: What is the formula in the second record?
Answer: C7H9N2S2